{"formula": "C2H8NO2P", "method": "ωB97M-V/def2-TZVPD", "smiles": "C[C@H]1O[P@@H]1=O.N", "homo_lumo_gap_ev": 10.5, "relative_energy_kj_mol": 281.8, "multiplicity": 1, "species": ["C", "C", "N", "O", "O", "P", "H", "H", "H", "H", "H", "H", "H", "H"], "xyz": [[-0.8606, -1.7640, -0.1237], [-1.3964, -0.4969, -0.4557], [2.2734, 1.1092, 0.2426], [-1.0958, 2.3639, -0.4500], [-2.1273, 0.2530, 0.6300], [-0.8219, 1.1095, 0.1699], [-0.3715, -1.8920, 0.8374], [-0.1099, -2.2791, -0.7482], [-1.6191, -2.6390, -0.1359], [-1.7652, -0.5692, -1.4207], [2.9679, 1.3530, 0.8608], [2.8440, 0.4549, -0.3938], [1.9974, 1.9476, -0.2202], [0.0849, 1.0491, 1.2075]]}

---

{"formula": "C2H8NO2P", "method": "ωB97M-V/def2-TZVPD", "smiles": "CCO[P@H](N)=O", "homo_lumo_gap_ev": 9.6, "relative_energy_kj_mol": 278.5, "multiplicity": 1, "species": ["C", "C", "N", "O", "O", "P", "H", "H", "H", "H", "H", "H", "H", "H"], "xyz": [[-1.9013, 0.7247, 0.2914], [-1.1334, -0.1353, -0.7528], [2.6604, -0.9474, 0.5385], [1.9705, 1.4775, -0.1803], [-0.0265, -0.7664, -0.2762], [1.9571, 0.0352, -0.5225], [-2.8585, 1.2451, -0.2077], [-2.1853, 0.0136, 1.1049], [-1.1021, 1.5349, 0.6649], [-0.8670, 0.4893, -1.6908], [-1.7397, -0.9594, -1.0570], [2.7626, -0.6678, 1.5312], [2.7416, -1.8767, 0.4027], [2.6339, -0.3181, -1.7564]]}

---

{"formula": "C2H8NO4", "method": "ωB97M-V/def2-TZVPD", "homo_lumo_gap_ev": 8.7, "relative_energy_kj_mol": 106.7, "total_charge": -1, "multiplicity": 1, "species": ["O", "C", "N", "C", "O", "H", "H", "H", "H", "H", "H", "O", "H", "H", "O"], "xyz": [[1.1554, 2.5239, 1.4511], [0.6052, 2.0462, 0.4608], [1.1760, 1.1516, -0.3473], [0.4359, 0.2839, -1.3531], [-0.0414, -0.8270, -0.8143], [-0.4436, 2.2737, 0.2161], [2.1035, 0.8196, -0.1683], [1.2148, 0.2097, -2.1470], [-0.3506, 0.9167, -1.8180], [-0.5569, -3.4838, -0.3288], [-0.8195, -2.2121, -1.0099], [-1.2812, -3.0858, -0.8279], [-1.9309, -1.5504, 1.0956], [-0.9091, -0.5508, 0.7175], [-1.4414, -0.8478, 1.5181]]}

---

{"formula": "C2H8NOP", "method": "ωB97M-V/def2-TZVPD", "homo_lumo_gap_ev": [5.0, 8.6], "relative_energy_kj_mol": 243.6, "s_squared": 2.005, "multiplicity": 3, "species": ["C", "C", "N", "O", "P", "H", "H", "H", "H", "H", "H", "H", "H"], "xyz": [[0.3416, -1.2158, -0.7476], [-0.3025, -0.9427, 0.6158], [0.1592, 0.3557, 1.1443], [0.4624, 2.8136, 1.2260], [-0.2377, 1.7017, 0.3646], [0.3120, -2.2639, -1.0256], [-0.2147, -0.6415, -1.6325], [1.4700, -0.9816, -0.8051], [-1.3166, -0.7016, 0.4308], [0.0176, -1.7932, 1.3218], [0.5290, 2.3521, 2.1247], [0.3023, 2.0394, -0.8545], [-1.6019, 1.8911, 0.1489]]}

---

{"formula": "C2H8NOS", "method": "ωB97M-V/def2-TZVPD", "homo_lumo_gap_ev": 6.1, "relative_energy_kj_mol": 45.2, "total_charge": -1, "multiplicity": 1, "species": ["C", "C", "S", "N", "H", "H", "H", "H", "H", "H", "H", "H", "O"], "xyz": [[-0.3800, -1.8356, 0.3516], [0.7748, -0.8341, 0.5444], [0.2941, 0.7472, 1.2580], [-1.2791, -1.9905, 1.4871], [0.0297, -2.8108, 0.0850], [-1.0380, -1.5559, -0.4668], [1.1365, -0.6734, -0.4734], [1.5646, -1.3694, 1.0646], [-1.4680, -1.0181, 1.7448], [-0.7392, -2.2937, 2.2968], [-0.4838, 2.7508, -3.5176], [0.9253, 3.1739, -3.8033], [0.1361, 2.8402, -4.2534]]}

---

{"formula": "C2H8NOS", "method": "ωB97M-V/def2-TZVPD", "smiles": "CS(C)(=[NH2+])=O", "homo_lumo_gap_ev": 12.9, "relative_energy_kj_mol": 266.0, "total_charge": 1, "multiplicity": 1, "species": ["C", "C", "N", "O", "S", "H", "H", "H", "H", "H", "H", "H", "H"], "xyz": [[0.6447, 1.5065, 0.3592], [0.3866, -1.4617, 0.6674], [-0.7419, -0.1605, -1.5258], [-1.6536, 0.1417, 0.7948], [-0.4453, 0.0302, 0.0690], [-0.1144, 2.2775, 0.0336], [1.6076, 1.4581, -0.1120], [0.6779, 1.7968, 1.4578], [1.4293, -1.5310, 0.6197], [-0.0571, -2.4049, 0.1872], [-0.0283, -1.4879, 1.6895], [-0.1344, -0.2462, -2.3300], [-1.5711, 0.0815, -1.9105]]}